# 1
A structure of composition C13H14IIrN3O in a non-equilibrium geometry, computed with wB97M-V/def2-TZVPD.

Atoms and positions in Å:
C 1.802 2.864 0.735
C 2.748 1.733 0.255
H 1.690 3.721 0.063
H 2.367 3.237 1.610
H 0.829 2.590 1.188
H 2.558 0.920 -0.593
H 3.561 2.271 -0.251
H 3.092 1.167 1.130
C -2.079 1.598 -0.563
C -3.418 1.376 -0.883
C -3.749 0.258 -1.658
C -2.764 -0.649 -2.013
H -1.702 2.485 -0.057
H -4.163 2.106 -0.555
H -4.771 0.082 -1.982
H -2.977 -1.545 -2.595
N -1.127 0.714 -0.910
C -1.443 -0.407 -1.609
C -0.386 -1.397 -1.688
N 0.770 -1.013 -1.101
C 1.729 -1.923 -0.858
C 0.444 -3.653 -1.932
C 1.593 -3.254 -1.240
H 2.587 -1.537 -0.307
H 2.392 -3.952 -0.998
C -0.560 -2.718 -2.141
H -1.511 -2.987 -2.606
H 0.314 -4.675 -2.274
Ir 0.887 1.043 -0.420
I 1.198 2.382 -2.635
O -0.295 -0.686 3.287
C 0.023 -0.278 2.210
N 0.360 0.130 1.151

Computed properties:
HOMO (spin up / spin down): -12.63 / -16.80 eV
<S²>: 8.805
2S+1: 6
Max |F|: 5.514 eV/A
Net charge: +2

***

# 2
A structure of composition C7H16ClIN2NdO3P in a non-equilibrium geometry, computed with wB97M-V/def2-TZVPD.

Atoms and positions in Å:
C -2.089 0.131 -1.553
C -1.675 -0.737 -0.399
H -3.141 -0.123 -1.793
H -1.481 -0.061 -2.462
H -2.073 1.236 -1.329
O -2.391 -1.395 0.281
I 2.423 0.092 2.000
Nd 0.567 1.380 -0.207
P 0.714 -1.553 -0.992
C 0.864 -3.029 0.050
C -0.043 -2.317 -2.459
H 2.627 -0.543 -2.157
H 2.664 -2.336 -2.193
H 3.144 -1.460 -0.698
C 2.468 -1.457 -1.564
H -0.103 -1.581 -3.272
H 0.601 -3.152 -2.770
H 1.285 -3.830 -0.580
H -0.120 -3.347 0.423
H -1.044 -2.696 -2.212
H 1.544 -2.823 0.888
C -0.276 -0.647 1.531
O -0.563 -1.301 2.435
Cl 1.136 2.215 -2.541
N 0.433 3.479 3.156
C -0.577 3.443 2.273
N -1.716 4.085 2.583
O -0.435 2.906 1.115
H 0.294 3.945 4.044
H 1.248 2.891 3.007
H -2.470 4.050 1.911
H -1.813 4.533 3.483

Computed properties:
HOMO (spin up / spin down): -15.62 / -15.65 eV
<S²>: 3.755
ΔE to the lowest compared entry with this formula, charge and spin: 18.7 kcal/mol
2S+1: 4
Max |F|: 4.787 eV/A
Net charge: +2

***

# 3
A structure of composition C35H27BrF3FeN6O6S2 in a non-equilibrium geometry, computed with wB97M-V/def2-TZVPD.

Atoms and positions in Å:
Fe -0.143 -1.381 -0.613
C -4.022 0.244 5.771
C -3.816 0.254 4.284
C -4.623 1.027 3.457
C -4.412 1.055 2.088
C -3.396 0.298 1.541
C -2.584 -0.482 2.341
C -2.797 -0.501 3.709
S -3.049 0.447 -0.220
O -4.310 0.596 -0.916
O -2.154 1.564 -0.342
N -2.267 -0.915 -0.631
C -2.956 -2.043 -0.897
C -4.318 -2.254 -0.681
C -4.918 -3.458 -1.022
C -4.204 -4.492 -1.577
C -2.822 -4.349 -1.789
C -2.007 -5.368 -2.327
C -0.661 -5.145 -2.462
C -0.121 -3.920 -2.060
N -0.853 -2.939 -1.564
C -2.190 -3.127 -1.433
H -4.966 0.713 6.039
H -3.218 0.787 6.267
H -4.016 -0.774 6.157
H -5.421 1.614 3.889
H -5.023 1.656 1.433
H -1.786 -1.048 1.884
H -2.167 -1.111 4.341
H -4.913 -1.458 -0.266
H -5.978 -3.578 -0.843
H -4.685 -5.420 -1.844
H -2.459 -6.304 -2.624
H -0.005 -5.900 -2.866
H 0.934 -3.723 -2.141
Br 7.181 4.858 -2.313
C 5.433 5.147 -1.623
C 4.917 4.264 -0.684
C 3.662 4.482 -0.172
C 2.895 5.601 -0.589
C 3.462 6.489 -1.529
C 4.711 6.258 -2.048
N 1.648 5.859 -0.152
N 1.056 5.113 0.704
C 0.730 3.837 0.690
C 0.408 3.200 1.909
C 0.221 1.842 1.997
C 0.311 1.019 0.860
O 0.192 -0.263 0.887
C 0.474 1.656 -0.413
N 0.360 0.850 -1.477
C 0.379 1.371 -2.677
C 0.528 2.741 -2.897
C 0.660 3.586 -1.816
C 0.643 3.055 -0.526
H 5.496 3.410 -0.366
H 3.252 3.798 0.558
H 2.884 7.348 -1.836
H 5.140 6.928 -2.778
H 0.361 3.815 2.797
H -0.007 1.381 2.947
H 0.268 0.676 -3.495
H 0.531 3.125 -3.904
H 0.734 4.655 -1.966
C 3.548 -3.109 1.601
C 2.366 -3.989 2.011
C 1.117 -3.501 1.492
N 0.094 -3.146 1.112
H 4.477 -3.559 1.946
H 3.447 -2.117 2.032
H 3.581 -2.993 0.523
H 2.290 -4.027 3.102
H 2.510 -5.009 1.643
F 3.071 -3.613 -3.114
C 3.641 -2.434 -2.802
F 4.638 -2.725 -1.950
F 4.202 -1.969 -3.920
S 2.359 -1.228 -2.059
O 1.252 -1.378 -2.971
O 3.078 0.008 -2.042
O 2.128 -1.875 -0.773

Computed properties:
HOMO (spin up / spin down): -3.64 / -5.13 eV
<S²>: 6.137
ΔE to the lowest compared entry with this formula, charge and spin: 35.1 kcal/mol
2S+1: 5
Max |F|: 2.601 eV/A
Net charge: -1

***

# 4
A structure of composition C35H36BBr42FIN2O3PS2 in a non-equilibrium geometry, computed with wB97M-V/def2-TZVPD.

Atoms and positions in Å:
C 7.171 -6.407 -0.373
C 6.519 -5.391 -0.894
C 5.524 -4.304 -1.589
C 3.975 -4.718 -1.303
C 3.127 -4.453 -2.651
N 2.519 -3.091 -2.769
C 1.619 -2.739 -1.658
C 0.277 -3.612 -1.539
C -0.824 -3.373 -0.436
I -2.585 -4.671 -0.536
C -0.636 -2.214 0.659
C -1.797 -2.029 1.747
C -1.318 -1.506 3.195
C -0.104 -2.320 3.858
N 0.565 -3.512 3.298
O 0.302 -1.908 5.014
C 0.679 -1.367 0.540
O 0.943 -0.286 1.450
C 1.803 -1.625 -0.571
S 3.363 -0.578 -0.576
C 4.004 -0.841 -2.290
C 5.091 0.201 -2.830
P 5.679 1.625 -1.715
S 7.112 1.029 -0.523
C 5.717 0.076 -4.275
B 6.859 1.085 -4.853
C 6.633 2.653 -5.263
O 8.224 0.572 -4.999
C 5.169 -1.120 -5.185
C 4.083 -2.148 -4.631
F 3.676 -3.185 -5.559
C 3.480 -2.042 -3.150
H 7.937 -7.189 -0.038
H 5.782 -4.244 -2.714
H 5.750 -3.252 -1.153
H 3.986 -5.873 -1.146
H 3.535 -4.254 -0.351
H 3.802 -4.688 -3.572
H 2.246 -5.215 -2.722
H 0.114 -4.467 -2.304
H -2.552 -1.253 1.305
H -2.434 -2.985 1.932
H -1.139 -0.358 3.135
H -2.225 -1.626 3.916
H 1.169 -3.251 2.481
H 1.267 -3.810 4.016
H 0.446 0.497 1.070
H 4.495 2.061 -0.988
H 6.101 2.772 -2.502
H 7.122 2.797 -6.313
H 7.288 3.299 -4.542
H 5.530 2.990 -5.241
H 8.838 1.338 -5.177
H 5.569 -1.249 -6.255
C -4.709 0.607 -0.847
Br -5.024 1.555 0.816
Br -4.134 1.801 -2.265
Br -3.472 -0.868 -0.602
H -5.663 0.179 -1.157
C -6.449 -1.238 3.865
Br -5.177 -2.497 3.109
Br -5.702 0.547 4.017
Br -8.126 -1.232 2.887
H -6.671 -1.579 4.876
C -3.465 5.486 2.080
Br -3.372 6.133 0.253
Br -5.274 4.995 2.582
Br -2.220 4.030 2.399
H -3.164 6.311 2.726
C -12.298 -1.411 2.097
Br -14.095 -1.659 1.407
Br -11.003 -1.154 0.675
Br -12.220 0.017 3.409
H -12.024 -2.333 2.611
C -7.864 3.398 -0.049
Br -8.378 5.169 0.558
Br -9.248 2.083 0.304
Br -7.330 3.401 -1.915
H -6.989 3.103 0.532
C 1.091 2.866 -1.012
Br 0.837 4.289 -2.307
Br 2.128 3.458 0.518
Br -0.596 2.070 -0.475
H 1.670 2.084 -1.506
C -10.424 0.761 7.259
Br -9.671 1.589 5.674
Br -12.356 0.938 7.328
Br -9.859 -1.087 7.428
H -10.024 1.299 8.119
C 9.616 2.052 2.808
Br 9.934 0.633 1.521
Br 8.674 3.550 2.013
Br 8.718 1.394 4.399
H 10.594 2.421 3.123
C -7.536 7.046 -4.116
Br -7.689 8.495 -5.400
Br -6.570 7.592 -2.524
Br -9.265 6.280 -3.683
H -6.949 6.260 -4.591
C -7.540 -5.490 5.007
Br -8.093 -3.751 5.664
Br -8.854 -6.864 5.398
Br -7.094 -5.439 3.118
H -6.630 -5.757 5.545
C 13.725 3.844 4.421
Br 13.804 4.513 2.601
Br 11.930 3.288 4.908
Br 15.026 2.437 4.730
H 13.992 4.674 5.077
C 12.499 7.831 6.646
Br 12.580 8.498 4.825
Br 10.706 7.273 7.133
Br 13.801 6.424 6.957
H 12.765 8.661 7.302
C -4.130 -2.462 -4.429
Br -4.719 -1.558 -6.042
Br -4.388 -4.382 -4.542
Br -2.301 -2.005 -3.972
H -4.761 -2.103 -3.614
C -5.943 -3.403 -9.716
Br -7.438 -3.091 -8.518
Br -5.168 -1.739 -10.349
Br -4.608 -4.563 -8.917
H -6.337 -3.923 -10.589

Computed properties:
HOMO: -8.01 eV
Max |F|: 6.610 eV/A

***

# 5
A structure of composition C24H19AsCdO5 in a non-equilibrium geometry, computed with wB97M-V/def2-TZVPD.

Atoms and positions in Å:
Cd 3.118 3.504 -0.071
O 2.610 0.659 -3.036
C 2.775 1.414 -2.201
C 1.413 3.103 1.957
O 0.702 2.959 2.855
C 0.680 3.422 -1.050
O -0.390 3.409 -1.461
C 3.436 1.132 0.926
O 3.612 0.129 1.438
C 4.737 4.847 -0.797
H 5.697 4.321 -0.840
H 4.454 5.330 -1.739
C 4.279 5.378 0.436
H 3.636 6.269 0.459
H 4.878 5.260 1.351
O 0.400 0.615 0.066
As -0.635 -0.695 0.050
C -2.328 -0.236 0.864
C -2.393 1.037 1.433
C -3.540 1.423 2.123
C -4.638 0.569 2.221
C -4.578 -0.690 1.617
C -3.420 -1.109 0.939
C -0.954 -1.142 -1.833
C -2.229 -1.014 -2.390
C -2.377 -1.299 -3.749
C -1.281 -1.662 -4.531
C -0.025 -1.775 -3.948
C 0.151 -1.549 -2.584
C 0.092 -2.177 1.056
C -0.420 -2.470 2.322
C 0.111 -3.543 3.049
C 1.136 -4.329 2.523
C 1.594 -4.061 1.235
C 1.044 -3.019 0.479
H -1.524 1.699 1.323
H -3.560 2.411 2.589
H -5.531 0.902 2.778
H -5.455 -1.337 1.691
H -3.419 -2.108 0.490
H -3.089 -0.688 -1.783
H -3.344 -1.182 -4.216
H -1.391 -1.809 -5.607
H 0.851 -1.992 -4.548
H 1.140 -1.666 -2.117
H -1.232 -1.876 2.758
H -0.227 -3.741 4.060
H 1.634 -5.099 3.140
H 2.421 -4.642 0.830
H 1.377 -2.884 -0.558

Computed properties:
HOMO: -13.66 eV
ΔE to the lowest compared entry with this formula, charge and spin: 20.9 kcal/mol
Max |F|: 4.760 eV/A
Net charge: +2

***

# 6
A structure of composition C8H13AuN3S2Se3Te, computed with wB97M-V/def2-TZVPD.

Atoms and positions in Å:
Au -0.338 0.044 -0.566
Se -0.819 -0.759 1.744
Se 0.025 -2.863 1.394
Te 2.309 -2.204 0.325
Se 1.974 0.236 0.328
S 0.271 1.003 -2.685
C 0.537 -0.362 -3.693
N 0.991 -1.535 -3.205
C 1.250 -2.623 -3.964
C 1.067 -2.576 -5.313
C 0.608 -1.373 -5.873
C 0.344 -0.285 -5.080
H 1.191 -1.607 -2.206
H 1.608 -3.490 -3.428
H 1.275 -3.444 -5.920
H 0.452 -1.304 -6.942
H -0.024 0.641 -5.497
C -4.283 0.976 0.549
N -4.159 -0.477 0.559
C -3.355 -1.168 -0.232
S -2.483 -0.384 -1.527
N -3.260 -2.480 -0.093
C -3.872 -3.232 0.989
H -5.083 1.247 1.233
H -4.528 1.329 -0.449
H -3.354 1.443 0.877
H -4.613 -0.968 1.314
H -2.573 -2.930 -0.676
H -4.961 -3.178 0.931
H -3.531 -2.862 1.960
H -3.579 -4.273 0.895

Computed properties:
HOMO: -10.45 eV
ΔE to the lowest compared entry with this formula, charge and spin: 0.0 kcal/mol
Max |F|: 0.103 eV/A
Net charge: +1

***

# 7
A structure of composition C36H37NOP2Pt in a non-equilibrium geometry, computed with wB97M-V/def2-TZVPD.

Atoms and positions in Å:
Pt 0.192 -0.023 2.914
C -1.896 0.841 -4.339
C -1.903 -0.428 -3.919
C -1.057 -1.564 -4.423
C 0.296 -1.185 -5.069
C 1.206 -0.348 -4.210
C 1.225 0.988 -4.108
C 0.363 1.979 -4.834
C -0.994 1.465 -5.371
C 1.794 0.440 4.172
H -2.657 1.534 -3.953
H -2.674 -0.741 -3.204
H -1.618 -2.158 -5.167
H -0.874 -2.246 -3.577
H 0.822 -2.132 -5.282
H 0.109 -0.710 -6.039
H 1.968 -0.935 -3.677
H 2.012 1.462 -3.512
H 0.913 2.405 -5.692
H 0.179 2.824 -4.152
H -1.524 2.343 -5.781
H -0.816 0.789 -6.216
H 1.525 1.355 4.716
H 2.750 0.578 3.641
H 1.870 -0.399 4.870
P -1.434 -0.535 1.486
P 1.637 0.051 1.277
C -0.568 -0.728 -0.100
C 0.780 -0.600 -0.167
C -2.418 -2.047 1.709
C -2.790 -2.777 0.570
C -3.546 -3.945 0.689
C -3.945 -4.401 1.947
C -3.580 -3.669 3.084
C -2.807 -2.505 2.980
C -2.670 0.770 1.171
C -2.237 2.104 1.107
C -3.154 3.115 0.790
C -4.495 2.809 0.535
C -4.911 1.473 0.562
C -4.009 0.459 0.892
C 3.105 -0.995 1.533
C 2.952 -2.276 2.091
C 4.079 -3.078 2.296
C 5.354 -2.608 1.964
C 5.499 -1.326 1.427
C 4.382 -0.513 1.222
C 2.203 1.748 0.949
C 2.347 2.746 1.927
C 2.860 3.994 1.559
C 3.131 4.282 0.218
C 2.906 3.308 -0.763
C 2.439 2.046 -0.398
H -1.198 -0.915 -0.971
H 1.389 -0.878 -1.031
H -2.465 -2.445 -0.414
H -3.814 -4.494 -0.212
H -4.540 -5.316 2.030
H -3.906 -4.025 4.060
H -2.483 -1.955 3.871
H -1.190 2.340 1.313
H -2.820 4.152 0.739
H -5.212 3.603 0.306
H -5.943 1.214 0.330
H -4.339 -0.580 0.935
H 1.956 -2.616 2.386
H 3.959 -4.077 2.713
H 6.230 -3.242 2.120
H 6.485 -0.949 1.161
H 4.495 0.501 0.838
H 2.052 2.551 2.958
H 3.047 4.745 2.326
H 3.518 5.261 -0.065
H 3.099 3.514 -1.814
H 2.224 1.285 -1.148
O -0.960 -0.182 6.939
C -0.944 -0.235 5.743
N -0.961 -0.293 4.545

Computed properties:
HOMO (spin up / spin down): -4.49 / -8.53 eV
<S²>: 2.011
ΔE to the lowest compared entry with this formula, charge and spin: 0.0 kcal/mol
2S+1: 3
Max |F|: 4.499 eV/A